Record 1
14
Properties=species:S:1:pos:R:3 method="wB97M-V/def2-TZVPD" de_lowest_kcal_mol=88.2 e_homo_ev=-8.440 fmax_ev_per_a=7.209 spin_multiplicity=1 total_charge=0
C -2.51 -0.51 0.25
C -1.33 0.17 -0.08
C -0.03 -0.27 -0.02
C 1.08 0.54 -0.32
S 1.22 2.15 -0.64
C 2.41 -0.20 -0.26
S 2.18 -1.85 -0.73
S 3.74 0.25 0.52
H -3.43 -0.82 -0.56
H -3.03 0.35 0.98
H -2.50 -1.45 0.90
H -1.33 1.30 -0.35
H -0.08 -1.22 0.27
H 3.60 1.58 0.02

=====

Record 2
14
Properties=species:S:1:pos:R:3 method="wB97M-V/def2-TZVPD" de_lowest_kcal_mol=31.0 e_homo_ev=-7.823 fmax_ev_per_a=2.901 spin_multiplicity=1 total_charge=0
C -0.40 1.91 0.15
C -0.47 0.43 -0.14
C 0.68 -0.39 -0.17
C 2.04 0.10 -0.17
S 3.46 -0.68 -0.32
S 0.41 -2.15 0.00
C -1.36 -2.04 0.10
S -1.90 -0.45 -0.57
H -1.37 2.48 0.32
H 0.22 2.14 1.10
H 0.11 2.46 -0.70
H 2.07 1.22 -0.20
H -1.74 -2.92 -0.51
H -1.74 -2.10 1.12

=====

Record 3
15
Properties=species:S:1:pos:R:3 method="wB97M-V/def2-TZVPD" e_homo_ev=-18.503 fmax_ev_per_a=5.494 spin_multiplicity=1 total_charge=+2
B -2.47 -0.29 0.60
C -0.93 0.04 0.36
C -0.09 -0.71 -0.79
C 1.43 -0.33 -0.91
C 1.97 0.75 0.10
N 1.24 1.48 1.11
C -0.13 1.12 1.21
H -2.49 -1.39 1.14
H -3.12 -0.41 -0.39
H -2.93 0.46 1.41
H -0.57 -1.49 -1.48
H 2.09 -0.85 -1.70
H 3.10 0.99 0.02
H -0.74 1.67 2.03
Al 3.65 -1.05 -2.71

=====

Number 1: DFT total energy -37783.96820 eV. Number 2: DFT total energy -37786.44764 eV. Number 3: DFT total energy -14034.25402 eV.